[1]
Here is a molecular structure, C14H32AgN5O11S at a distorted geometry from OMol25. Energies are from ωB97M-V/def2-TZVPD.

Kohn-Sham gap (alpha / beta): 8.53 / 3.01 eV
Total charge: +1
Total energy: -59830.511 eV
2S+1: 2
HOMO level (alpha / beta): -11.377 / -11.376 eV

Each line ends with the Mulliken charge.
Element x y z (Å)
1 Ag 22.092 -25.613 -21.105  0.7654
2 N 24.834 -26.589 -21.012  1.1993
3 O 23.815 -27.062 -21.438  -0.6184
4 O 25.986 -26.856 -21.355  -0.5620
5 O 24.643 -25.512 -20.421  -0.8151
6 C 22.339 -31.184 -22.536  -0.5054
7 C 23.226 -30.011 -22.338  0.2292
8 O 24.388 -30.273 -23.124  -0.1804
9 S 24.272 -31.521 -24.191  1.0435
10 O 24.971 -32.700 -23.687  -0.5187
11 O 24.576 -31.113 -25.541  -0.5210
12 O 22.617 -31.568 -23.866  -0.3954
13 H 21.303 -30.960 -22.283  0.3439
14 H 22.748 -31.969 -21.900  0.3635
15 H 23.457 -29.814 -21.291  0.2498
16 H 22.804 -29.188 -22.914  -0.1242
17 C 29.026 -26.108 -19.064  -0.9089
18 C 28.975 -24.658 -19.655  0.7440
19 O 29.960 -23.984 -19.662  -0.2598
20 N 27.754 -24.278 -20.072  0.2239
21 C 27.493 -22.958 -20.587  -0.9561
22 H 30.067 -26.428 -19.114  0.3460
23 H 28.413 -26.833 -19.600  0.2274
24 H 28.592 -26.018 -18.068  0.3628
25 H 27.134 -24.984 -20.442  0.1042
26 H 27.878 -22.909 -21.606  0.3918
27 H 28.021 -22.161 -20.064  0.4140
28 H 26.461 -22.612 -20.531  0.2735
29 C 29.200 -27.374 -22.562  -0.5701
30 C 29.160 -27.941 -24.027  0.5714
31 O 29.901 -27.590 -24.882  -0.6264
32 N 28.162 -28.798 -24.264  -0.0862
33 C 28.062 -29.400 -25.606  -0.7954
34 H 30.129 -27.659 -22.068  0.2991
35 H 28.260 -27.453 -22.015  0.0218
36 H 29.177 -26.305 -22.772  0.2250
37 H 27.563 -28.966 -23.468  0.1755
38 H 28.374 -28.748 -26.422  0.3345
39 H 26.985 -29.518 -25.730  0.1797
40 H 28.522 -30.385 -25.684  0.2877
41 C 24.690 -23.351 -23.218  -0.8271
42 C 23.647 -22.620 -22.429  0.6808
43 O 22.956 -23.154 -21.528  -0.6264
44 N 23.484 -21.398 -22.864  -0.1466
45 C 22.810 -20.416 -22.089  -1.0225
46 H 24.642 -24.414 -22.983  -0.0662
47 H 25.700 -22.970 -23.071  0.3142
48 H 24.615 -23.451 -24.301  0.4664
49 H 23.965 -20.971 -23.643  0.2456
50 H 23.334 -19.507 -21.794  0.3512
51 H 22.447 -20.690 -21.099  0.3270
52 H 21.886 -20.089 -22.566  0.3342
53 C 20.461 -25.906 -25.217  -1.1846
54 C 21.785 -26.417 -24.717  0.5440
55 O 22.008 -26.288 -23.547  -0.4021
56 N 22.591 -26.920 -25.610  -0.0210
57 C 23.804 -27.521 -25.292  -0.7375
58 H 19.664 -26.481 -24.745  0.2659
59 H 20.312 -26.021 -26.290  0.3927
60 H 20.206 -24.863 -25.028  0.2735
61 H 22.296 -26.945 -26.575  0.2509
62 H 24.078 -28.320 -25.981  0.3731
63 H 23.927 -27.771 -24.238  -0.0069
64 H 24.550 -26.735 -25.407  0.2883



[2]
Here is a molecular structure, C14H32BrCuF6NO16S6 at a distorted geometry from OMol25. Energies are from ωB97M-V/def2-TZVPD.

Kohn-Sham gap (alpha / beta): 9.50 / 7.38 eV
Energy relative to the best compared isomer or geometry (same formula, charge and spin): 0.00 kcal/mol
Total charge: 0
Total energy: -245284.331 eV
2S+1: 2
HOMO level (alpha / beta): -9.355 / -9.288 eV

Each line ends with the Mulliken charge.
Element x y z (Å)
1 Cu -0.367 -0.084 -0.409  1.1840
2 Br -2.272 -0.148 1.181  -0.6414
3 C 3.553 0.693 -0.863  0.5555
4 F 3.146 1.084 0.342  -0.1532
5 F 3.547 1.730 -1.679  -0.1982
6 F 4.784 0.215 -0.748  -0.2260
7 S 2.485 -0.695 -1.479  0.5150
8 O 3.239 -1.322 -2.505  -0.5641
9 O 2.132 -1.475 -0.329  -0.4103
10 N 1.088 0.026 -1.918  -0.1411
11 S 1.047 0.746 -3.367  0.4955
12 O 0.113 1.819 -3.355  -0.6011
13 O 2.336 0.975 -3.916  -0.5547
14 C 0.346 -0.569 -4.452  0.6550
15 F 1.253 -1.534 -4.644  -0.2322
16 F -0.765 -1.106 -3.924  -0.1351
17 F 0.038 -0.015 -5.633  -0.2334
18 O 0.782 0.011 1.619  0.3100
19 S 0.794 -0.336 2.988  0.9516
20 O 0.506 -1.678 3.383  -0.6838
21 O 2.255 0.017 3.448  -0.2702
22 C 2.677 -0.506 4.716  -0.4103
23 C 3.506 -1.757 4.532  -1.0537
24 C -0.164 0.765 3.974  -1.1131
25 H 1.867 -0.672 5.434  0.3530
26 H 3.272 0.269 5.208  0.3775
27 H 4.012 -2.043 5.456  0.4254
28 H 4.256 -1.551 3.770  0.2875
29 H 2.869 -2.601 4.273  0.1792
30 H -0.361 0.197 4.880  0.4976
31 H -1.081 1.007 3.446  0.2878
32 H 0.415 1.657 4.183  0.2891
33 O -2.011 0.258 -1.998  -0.2932
34 S -3.053 1.094 -2.518  1.1824
35 O -2.822 1.909 -3.642  -0.7100
36 O -4.269 0.220 -2.874  -0.4067
37 C -4.601 -0.903 -2.023  0.3002
38 C -5.031 -2.054 -2.906  -1.3757
39 C -3.678 2.056 -1.193  -0.6555
40 H -5.392 -0.560 -1.353  0.3071
41 H -3.751 -1.205 -1.408  -0.0383
42 H -5.164 -2.943 -2.291  0.3739
43 H -4.236 -2.295 -3.608  0.2457
44 H -5.951 -1.797 -3.430  0.3954
45 H -4.358 2.789 -1.618  0.4297
46 H -2.819 2.532 -0.726  -0.1699
47 H -4.152 1.400 -0.469  0.2821
48 O -0.041 2.133 -0.414  -0.3448
49 S 0.131 3.195 0.515  1.0691
50 O 0.010 2.993 1.920  -0.6607
51 O 1.543 3.751 0.212  -0.1857
52 C 2.349 4.266 1.301  -0.0592
53 C 1.978 5.689 1.649  -1.3340
54 C -0.895 4.500 0.004  -1.2499
55 H 3.364 4.205 0.910  0.4170
56 H 2.293 3.603 2.160  0.1684
57 H 1.012 5.691 2.161  0.3330
58 H 2.030 6.365 0.799  0.3011
59 H 2.664 6.099 2.396  0.4270
60 H -1.112 4.368 -1.054  0.2968
61 H -0.352 5.427 0.158  0.4873
62 H -1.819 4.489 0.577  0.3516
63 O -2.387 -3.662 -1.936  -0.7266
64 S -1.071 -3.436 -1.460  1.1452
65 O -0.661 -2.121 -1.062  0.0738
66 O -0.890 -4.397 -0.237  -0.3912
67 C 0.221 -4.215 0.672  0.6441
68 C -0.236 -4.524 2.064  -1.2989
69 C 0.146 -4.014 -2.586  -0.9647
70 H 0.621 -3.205 0.582  -0.3441
71 H 1.069 -4.843 0.370  0.2697
72 H -0.797 -5.456 2.099  0.3856
73 H -0.903 -3.733 2.417  0.2285
74 H 0.614 -4.490 2.743  0.3311
75 H 0.149 -5.099 -2.594  0.4670
76 H 1.090 -3.534 -2.340  0.2020
77 H -0.139 -3.671 -3.582  0.3527